(1)
{
  "formula": "C4H9NO2S",
  "method": "wB97M-V/def2-TZVPD",
  "species": ["H", "H", "H", "H", "H", "O", "N", "C", "H", "O", "C", "H", "H", "C", "C", "H", "S"],
  "positions_angstrom": [[-0.1084, -0.9372, -1.1679], [-1.3589, -2.7273, 0.1166], [3.0573, 0.9593, -0.2658], [0.7495, -0.0131, 1.6961], [-3.4277, 0.0372, -0.2847], [-0.0550, 2.3828, 0.4327], [-0.5747, -2.2570, 0.7066], [-1.3846, 0.1499, 0.1044], [0.3339, -2.8852, 0.3132], [-2.4053, 0.1178, -0.8838], [0.6928, 0.0595, 0.5490], [-0.2482, 1.2393, -1.0872], [-0.4895, 2.4114, 1.3677], [-0.1875, 1.0418, -0.0602], [-0.4179, -0.9646, -0.0160], [-1.8898, 0.3497, 1.1410], [2.1794, -0.2725, -0.4144]],
  "forces_ev_per_a": [[-1.02, -0.90, 2.12], [1.42, 0.67, 1.53], [-1.96, -2.29, -0.01], [-0.03, 0.48, -1.87], [4.90, 0.43, -3.08], [-1.93, -0.21, 2.77], [1.31, -2.07, -4.14], [-2.90, 0.38, 2.45], [-3.00, 2.05, 1.58], [-4.86, 0.03, 2.91], [0.73, -2.67, -0.08], [1.37, -0.36, -1.89], [1.26, 0.02, -2.41], [-1.44, 4.02, 1.17], [2.60, -0.72, -0.21], [1.18, -0.83, -1.42], [2.38, 1.98, 0.59]],
  "lumo_ev": 0.33,
  "gap_ev": 9.325,
  "charge": 0
}


(2)
{
  "formula": "C4H9NO2S",
  "method": "wB97M-V/def2-TZVPD",
  "species": ["H", "H", "H", "S", "H", "O", "N", "H", "C", "C", "H", "C", "O", "C", "H", "H", "H"],
  "positions_angstrom": [[1.0323, 1.6261, -0.8737], [0.1015, -0.1048, -2.0146], [-0.2985, 0.6961, 1.8554], [2.0242, -0.3468, 0.3396], [-0.8094, 1.8356, 0.9142], [0.5770, -3.0579, -0.3096], [-1.6618, 0.6252, -0.9379], [1.1531, -2.5394, -0.9586], [-0.3517, 0.1062, -1.0191], [0.6852, 0.7667, -0.1901], [-2.3214, 0.3527, -1.6958], [-0.3653, -2.2694, 0.1669], [-1.1937, -2.4033, 1.0001], [0.0934, 1.4239, 1.0825], [0.8429, 2.1890, 1.5088], [-2.1208, 0.5239, -0.0749], [2.6129, 0.5761, 1.2068]],
  "forces_ev_per_a": [[0.13, -1.11, 1.07], [-1.17, -0.03, 0.50], [1.48, 0.18, -0.54], [0.52, 1.09, 0.36], [-2.68, 2.46, -1.26], [1.15, -0.30, -0.85], [0.45, -0.50, -2.63], [-1.35, -0.90, 1.36], [-0.08, -1.76, -0.17], [-0.37, 2.02, 0.93], [1.10, 0.16, 0.84], [-0.47, 3.18, -1.05], [0.50, -0.88, -0.19], [2.91, -1.27, 1.65], [-1.36, -1.31, -0.40], [-0.35, -0.20, 1.29], [-0.41, -0.84, -0.91]],
  "lumo_ev": [0.54, 0.47],
  "gap_ev": [8.063, 7.608],
  "charge": 0
}


(3)
{
  "formula": "C4H9NO2S",
  "method": "wB97M-V/def2-TZVPD",
  "species": ["O", "H", "C", "H", "H", "C", "H", "N", "H", "H", "O", "H", "H", "C", "H", "C", "S"],
  "positions_angstrom": [[0.3695, -2.2931, 0.6727], [-0.7579, -0.0842, -1.9559], [0.7415, -1.3672, -0.0317], [-0.8001, -0.0781, 2.0199], [1.7228, 1.5554, 0.1259], [-1.0654, 0.1694, -0.9131], [1.8112, -0.5358, -1.2403], [1.1662, 1.0524, -0.5725], [-1.4537, 1.2042, -0.9197], [0.6838, 1.8165, -1.0760], [1.6907, -1.5171, -0.9497], [0.7888, 0.5109, 2.0838], [-0.5152, 1.5473, 1.3938], [0.1639, 0.0954, 0.0405], [-1.9442, -1.8513, 0.1632], [-0.0760, 0.5155, 1.4865], [-2.5259, -0.7401, -0.3275]],
  "forces_ev_per_a": [[0.12, 1.46, -0.83], [-0.24, -0.02, 0.82], [-0.24, -0.87, 0.86], [-0.33, -0.40, -0.12], [-0.19, -0.64, -0.07], [0.04, 0.03, 0.35], [0.26, -1.46, 0.10], [-0.39, 0.17, -0.18], [0.38, -0.28, -0.04], [0.23, -0.84, 0.23], [-0.11, 2.03, -0.36], [1.40, 0.16, 0.48], [0.51, -0.76, 0.49], [0.70, 0.34, -0.27], [0.17, 0.16, -0.19], [-2.21, 1.10, -1.20], [-0.12, -0.15, -0.10]],
  "lumo_ev": 0.58,
  "gap_ev": 9.887,
  "smiles": "C[C@](N)(CS)C(=O)O",
  "charge": 0
}


(4)
{
  "formula": "C4H9NO2S",
  "method": "wB97M-V/def2-TZVPD",
  "species": ["C", "H", "H", "H", "H", "H", "H", "H", "H", "S", "C", "C", "N", "O", "C", "H", "O"],
  "positions_angstrom": [[0.0774, 1.4916, 0.6157], [-0.9466, -0.1312, -0.3066], [1.6956, -0.9208, 0.6226], [-0.0732, -2.7602, 1.2487], [-1.9929, 2.6866, 0.3307], [0.7533, 1.4500, 1.4671], [1.9432, -2.6041, -0.6252], [-0.6545, -2.2382, -0.3172], [1.8259, 0.3627, -1.5562], [-1.5334, 1.9319, 1.3352], [0.0983, 0.1535, -0.1599], [0.2147, -2.2554, 0.3304], [0.6773, -0.9126, 0.6375], [1.1906, -3.0952, -0.2773], [0.7159, 0.3182, -1.5353], [0.3555, 2.3090, -0.0387], [0.0645, 0.3754, -2.5434]],
  "forces_ev_per_a": [[-0.09, -0.03, -0.21], [0.11, 0.12, -0.23], [-0.15, 0.27, 0.29], [0.04, -0.11, 0.16], [0.05, -0.07, -0.10], [0.18, -0.01, -0.15], [-0.31, 0.14, -0.03], [-0.26, 0.32, -0.14], [0.07, 0.02, -0.08], [-0.08, -0.08, 0.20], [-0.70, 0.06, 0.35], [0.37, -0.29, 0.08], [0.32, -0.34, -0.36], [0.21, -0.14, 0.07], [-0.23, -0.13, 0.11], [0.25, 0.21, 0.03], [0.22, 0.06, 0.00]],
  "lumo_ev": 0.65,
  "gap_ev": 9.794,
  "smiles": "O=C[C@H](CS)NCO",
  "charge": 0
}


(5)
{
  "formula": "C4H9NO2S",
  "method": "wB97M-V/def2-TZVPD",
  "species": ["C", "H", "H", "C", "N", "O", "O", "H", "H", "H", "C", "S", "H", "H", "C", "H", "H"],
  "positions_angstrom": [[-0.2373, -2.8942, 0.2898], [0.9307, 2.2600, 1.6046], [-0.9698, -2.4429, 0.9908], [0.2019, 1.8539, -0.6098], [-0.4117, -0.1522, 0.5096], [-0.3349, -1.2837, -1.8805], [0.7138, 0.3738, 1.1914], [-1.5399, 1.5388, 0.5926], [-0.6307, -3.6162, -0.4671], [2.1235, 1.6851, 0.4336], [-0.9985, 1.0367, -0.1914], [0.3837, -1.4082, -0.6530], [-0.0414, 2.8085, -0.7031], [0.6421, 1.4138, -1.4724], [1.1089, 1.6495, 0.7117], [0.5952, -3.4501, 0.6553], [-1.5357, 0.6274, -1.0019]],
  "forces_ev_per_a": [[-0.94, 0.73, -1.57], [-0.11, 0.83, -0.77], [0.51, -0.95, -0.23], [1.04, -3.44, 3.36], [0.71, -0.33, -0.50], [-1.62, -0.15, -2.70], [0.29, -1.06, 0.72], [-0.74, 0.19, -0.08], [-0.37, 0.96, 0.44], [1.43, -0.24, -0.14], [1.80, -1.36, 0.73], [0.80, 0.56, 3.21], [-0.87, 4.30, -0.84], [0.64, -0.09, -0.66], [-2.16, -0.04, -1.21], [0.70, 0.16, 1.06], [-1.14, -0.05, -0.83]],
  "lumo_ev": 0.87,
  "gap_ev": 9.367,
  "charge": 0
}


(6)
{
  "formula": "C4H9NO3",
  "method": "wB97M-V/def2-TZVPD",
  "species": ["C", "H", "H", "H", "O", "O", "H", "H", "N", "C", "C", "H", "H", "C", "H", "H", "O"],
  "positions_angstrom": [[1.6855, 0.2290, -1.4980], [-2.4378, -0.2609, -0.7781], [1.0622, -0.7081, 2.4802], [1.1809, -2.2122, 2.6212], [-0.8360, -0.6309, 1.6487], [2.5680, -0.4903, -1.8953], [1.4226, 1.1887, -1.9763], [-0.2131, 1.6736, -0.4716], [0.8435, -0.0768, -0.4624], [-1.6474, 0.2797, -1.2885], [-0.4339, 0.6089, -0.3554], [-1.4045, 1.2620, 1.6191], [0.8812, -0.9998, -0.0517], [-0.8802, 0.4443, 1.0914], [-1.1948, -0.1700, -2.1588], [-2.0483, 1.2551, -1.5650], [1.4521, -1.3924, 3.0404]],
  "forces_ev_per_a": [[-0.30, -0.73, -0.16], [0.16, -0.54, -0.29], [0.07, -0.29, 0.29], [-0.08, -0.09, 0.02], [0.26, 0.46, -0.33], [0.16, 0.26, 0.11], [0.17, 0.10, 0.08], [0.04, -0.04, -0.16], [-0.76, -0.02, -0.56], [1.13, 0.99, 0.60], [0.14, 0.99, 1.40], [0.22, 0.28, -0.28], [0.22, -0.07, -0.19], [-0.99, -0.86, 0.12], [-0.51, -0.51, -0.36], [-0.20, -0.16, -0.23], [0.26, 0.24, -0.08]],
  "lumo_ev": 0.26,
  "gap_ev": 10.392,
  "smiles": "C[C@@H](C=O)NC=O.O",
  "charge": 0
}


(7)
{
  "formula": "C4H9NO3S",
  "method": "wB97M-V/def2-TZVPD",
  "species": ["O", "H", "H", "C", "C", "H", "S", "H", "H", "O", "C", "C", "H", "H", "N", "H", "O", "H"],
  "positions_angstrom": [[-2.8991, -1.4638, -0.2074], [1.4628, 2.0913, 1.5068], [-3.5710, -1.5626, -0.8835], [0.4254, -1.3351, -0.5894], [0.7426, 2.3127, 0.6797], [0.4296, -0.2365, 1.2373], [-2.1072, 0.1362, -0.0653], [0.1670, -1.2246, -1.6148], [0.6718, 3.2705, 0.1640], [-2.2431, 0.8464, -1.2960], [0.4271, -0.0522, 0.1276], [0.4567, -2.4842, 0.0849], [-0.2192, 2.1621, 1.1546], [0.4827, 1.4447, -1.3070], [0.6719, 1.1770, -0.3022], [0.2889, -3.5785, -0.3395], [-2.7658, 0.8690, 1.0497], [0.4898, -2.6291, 1.1635]],
  "forces_ev_per_a": [[1.16, 1.29, 0.66], [0.01, 0.72, -1.28], [-0.22, 0.55, -0.42], [-0.30, 0.58, 0.54], [-1.45, -1.93, 0.31], [0.21, 0.77, -1.06], [-1.14, -0.78, 3.29], [0.21, -0.50, -0.94], [0.80, -0.19, 0.24], [-0.05, 0.44, -2.33], [-0.63, -0.40, 1.45], [-0.66, -2.94, -0.63], [-0.46, 0.68, 0.54], [0.38, -0.77, 1.61], [0.63, 0.15, -1.14], [0.46, 2.78, 0.14], [0.73, -1.35, -0.98], [0.32, 0.90, -0.01]],
  "lumo_ev": [-0.72, -0.71],
  "gap_ev": [7.558, 7.559],
  "charge": 0
}


(8)
{
  "formula": "C4H9NO4",
  "method": "wB97M-V/def2-TZVPD",
  "species": ["O", "H", "O", "C", "C", "H", "H", "H", "C", "O", "H", "H", "C", "N", "O", "H", "H", "H"],
  "positions_angstrom": [[0.7527, 0.9254, 2.6059], [0.4274, 2.1792, -1.0759], [2.3395, 1.1823, -0.7813], [-0.7914, -0.0847, 1.3316], [1.3183, -0.7786, -1.7747], [-2.3311, -1.5414, 1.2743], [0.1779, 1.6262, 2.2379], [-2.0897, 1.1430, 0.5943], [1.3756, 0.6286, -1.2766], [0.2148, 1.2938, -1.4433], [0.3237, -1.0073, -2.1695], [-1.9073, -0.8526, -0.3191], [-1.5116, -1.1930, 0.6415], [0.2552, -0.2798, 2.0619], [-1.3065, 1.1515, 1.1703], [2.0461, -0.9041, -2.5796], [1.5294, -1.4666, -0.9528], [-0.8229, -2.0221, 0.4549]],
  "forces_ev_per_a": [[-0.48, -0.35, -0.37], [-0.37, -0.35, -0.21], [-0.91, -0.74, -0.56], [0.98, -0.81, 0.47], [-0.40, -0.27, -0.16], [-0.03, -0.05, -0.15], [0.43, -0.08, 0.37], [0.52, -0.09, 0.29], [1.16, 0.60, 0.53], [0.12, 0.59, 0.23], [0.19, 0.06, 0.06], [0.02, -0.02, 0.06], [0.33, -0.35, 0.12], [-1.00, 0.93, -0.83], [-0.56, 0.74, -0.08], [0.04, -0.05, 0.24], [0.20, 0.12, -0.13], [-0.21, 0.10, 0.13]],
  "lumo_ev": 0.31,
  "gap_ev": 9.546,
  "smiles": "C/C(O)=N/O.CC(=O)O",
  "charge": 0
}


(9)
{
  "formula": "C4H9NO4",
  "method": "wB97M-V/def2-TZVPD",
  "species": ["H", "C", "C", "H", "O", "O", "H", "C", "H", "H", "H", "H", "H", "O", "N", "O", "H", "C"],
  "positions_angstrom": [[-1.5882, -2.4068, -1.4390], [1.8681, 1.1603, -0.8663], [-1.3683, -1.3934, -1.0966], [2.3538, 0.3080, -0.3838], [0.7011, 1.6561, 1.2003], [0.4420, -1.9692, 0.3893], [-0.9687, 2.3610, -0.0737], [-0.6583, -1.4554, 0.2206], [0.0758, -1.4820, 2.3379], [2.5803, 1.9769, -0.9993], [1.5047, 0.8262, -1.8427], [-0.7341, -0.8734, -1.8193], [-0.2235, 0.1070, 2.4515], [-1.3885, -0.8174, 1.1963], [-0.6870, -0.8093, 2.4908], [-0.3296, 2.0317, -0.7413], [-2.3082, -0.8411, -1.0075], [0.7285, 1.6207, -0.0173]],
  "forces_ev_per_a": [[0.18, 0.12, -0.06], [-0.02, -0.58, -0.17], [-0.48, 0.17, 0.01], [0.02, 0.29, 0.05], [0.20, -0.08, -0.97], [-1.69, 0.80, 0.06], [0.17, -0.20, -0.44], [0.80, 0.05, 0.42], [-0.20, 0.14, 0.11], [-0.05, -0.08, 0.04], [0.09, 0.24, 0.12], [-0.01, -0.24, 0.07], [-0.12, -0.23, 0.10], [1.47, -0.83, -0.06], [-0.11, 0.21, -0.69], [-0.26, 0.23, 0.44], [0.18, -0.12, 0.02], [-0.16, 0.12, 0.97]],
  "lumo_ev": 0.62,
  "gap_ev": 10.864,
  "smiles": "CC(=O)ON.CC(=O)O",
  "charge": 0
}


(10)
{
  "formula": "C4H9NO4",
  "method": "wB97M-V/def2-TZVPD",
  "species": ["H", "H", "N", "H", "H", "H", "H", "H", "C", "C", "O", "H", "O", "H", "C", "C", "O", "O"],
  "positions_angstrom": [[-0.2275, 3.0533, -2.0739], [0.8641, -1.3821, 0.2391], [-0.4958, 2.1241, -2.3981], [-1.6594, -1.8460, 1.7776], [-0.3732, -3.0524, 1.4313], [-1.1073, 1.6978, -1.5634], [-1.0592, 2.1653, -3.2457], [-1.1726, -0.0579, -0.2494], [0.8601, -0.6568, 2.3392], [0.1988, -0.9231, 0.9836], [1.2934, 1.0312, -1.4773], [1.9386, -0.8530, 2.4062], [0.0838, -1.6862, 2.9758], [0.6357, 0.3401, 2.7481], [0.7530, 1.2455, -2.5712], [-0.5733, -2.0174, 1.7423], [-0.7063, 0.2245, 0.5438], [0.7473, 0.5930, -3.6079]],
  "forces_ev_per_a": [[-0.10, 0.02, -0.09], [-0.35, 1.03, -0.35], [-2.54, 0.29, 2.31], [0.24, -0.04, 0.09], [0.01, 0.21, 0.06], [1.90, 1.10, -2.25], [0.11, 0.05, -0.02], [0.17, -0.45, 0.06], [-0.12, 0.62, -0.05], [-1.36, 0.50, -0.25], [-0.03, 1.76, -0.97], [-0.25, 0.03, -0.12], [0.00, -0.13, 0.10], [0.08, -0.26, -0.12], [1.04, -4.75, 1.60], [-0.32, 0.10, -0.10], [1.66, -1.69, 0.69], [-0.15, 1.58, -0.60]],
  "lumo_ev": -0.24,
  "gap_ev": 9.486,
  "smiles": "[NH3+]C(=O)[O-].OC1COC1",
  "charge": 0
}


(11)
{
  "formula": "C4H9NOS",
  "method": "wB97M-V/def2-TZVPD",
  "species": ["C", "H", "H", "H", "C", "H", "C", "H", "H", "O", "H", "N", "C", "H", "H", "S"],
  "positions_angstrom": [[-1.2006, 0.7842, 0.5074], [-0.3722, -2.0170, 0.5113], [-0.7424, -1.8231, -1.1943], [-4.0825, 1.0283, -0.9507], [-0.0829, -1.5065, -0.3936], [-1.4882, 0.2635, 1.4222], [0.0644, 0.0076, -0.0834], [1.5288, -0.4360, 1.4818], [-0.8738, 1.8074, 0.6651], [2.1092, 1.0933, -1.0690], [0.8940, -1.9324, -0.5146], [1.1414, 0.2377, 0.8122], [2.3226, 0.5562, 0.0211], [3.3564, 0.4137, 0.3778], [0.2096, 0.5053, -1.0266], [-2.7838, 1.0177, -0.5664]],
  "forces_ev_per_a": [[1.94, -1.71, 0.76], [-0.75, -0.22, 0.54], [-0.11, 0.45, -0.09], [-2.24, -0.23, -0.35], [-0.07, 0.51, 1.16], [-0.04, 0.30, 0.29], [-4.24, -0.48, -0.23], [-1.48, -0.20, -0.07], [0.07, 0.03, 0.32], [2.17, -0.62, 1.17], [0.86, -0.09, -0.77], [5.74, 0.20, -0.81], [-3.11, 1.73, -1.41], [-0.38, -0.16, 0.49], [0.51, 0.14, 0.04], [1.13, 0.32, -1.04]],
  "lumo_ev": [3.38, 3.35],
  "gap_ev": [4.037, 6.073],
  "multiplicity": 2,
  "s2": 0.76,
  "charge": -1
}


(12)
{
  "formula": "C4H9NOS",
  "method": "wB97M-V/def2-TZVPD",
  "species": ["H", "C", "O", "C", "C", "S", "H", "H", "H", "C", "H", "N", "H", "H", "H", "H"],
  "positions_angstrom": [[3.3757, 0.3190, -0.1599], [-1.9984, -0.1993, 0.0593], [-0.5936, 2.1153, 0.0429], [2.3590, 0.1476, -0.5051], [-0.4952, -0.3279, 0.0087], [-2.9133, -1.7741, 0.0575], [2.0455, -0.8945, -0.3616], [-0.0977, -0.7653, 0.9378], [-2.4624, -2.2060, 1.2397], [0.1138, 1.0909, -0.1509], [1.6819, 1.0907, 1.1652], [1.5183, 1.1336, 0.1363], [-0.2104, -0.8235, -0.9060], [2.3522, 0.3519, -1.5815], [-2.2809, 0.3256, -0.8433], [-2.3945, 0.4159, 0.8608]],
  "forces_ev_per_a": [[0.23, -0.32, 0.14], [-0.16, -0.03, -0.20], [-0.05, 0.12, 0.36], [-0.29, 0.37, -0.36], [-0.22, 1.61, -0.06], [-0.07, -0.08, -0.11], [0.24, -0.08, 0.09], [0.16, -0.43, -0.03], [0.03, -0.07, 0.07], [0.12, -0.34, -0.11], [-0.12, 0.09, -0.19], [-0.01, 0.30, 0.39], [0.15, -1.00, 0.19], [-0.05, -0.14, -0.04], [-0.33, 0.01, -0.32], [0.37, 0.00, 0.19]],
  "lumo_ev": [3.21, 3.18],
  "gap_ev": [3.067, 7.285],
  "multiplicity": 2,
  "s2": 0.75,
  "charge": -1
}


> What is the formula in the second record?

C4H9NO2S


> Number 8 is which compound?

C4H9NO4